Entry 1:
The following is a quantum chemistry calculation of a structure of composition C24H66AlFO20P5 at a distorted geometry, from the Open Molecules 2025 dataset.

Summary:
**HOMO**: -4.211 eV
**Net charge**: -1
**LUMO energy**: -1.31 eV

Geometry (Å):
1 C 2.912 -1.195 -0.640
2 C 1.623 -0.577 -1.350
3 C 1.573 1.015 -1.219
4 C 0.188 1.572 -0.678
5 C 0.181 1.861 0.889
6 C 0.457 0.581 1.774
7 C 1.034 0.903 3.221
8 Al 2.743 2.031 3.267
9 C 4.195 1.461 1.933
10 C 4.503 2.589 0.829
11 F 5.441 1.353 2.697
12 H 2.742 -1.273 0.465
13 H 3.825 -0.577 -0.896
14 H 3.132 -2.231 -1.045
15 H 0.669 -1.064 -1.004
16 H 1.724 -0.812 -2.452
17 H 1.706 1.429 -2.267
18 H 2.458 1.363 -0.623
19 H 0.009 2.560 -1.211
20 H -0.652 0.890 -0.999
21 H 0.876 2.701 1.158
22 H -0.880 2.189 1.129
23 H 1.101 -0.197 1.282
24 H -0.557 0.083 1.933
25 H 0.238 1.511 3.757
26 H 1.234 -0.061 3.772
27 H 2.485 3.607 3.066
28 H 3.355 1.849 4.754
29 H 4.017 0.456 1.451
30 H 5.472 3.103 1.111
31 H 3.690 3.364 0.880
32 H 4.617 2.133 -0.196
33 C -6.400 3.568 1.675
34 O -5.326 2.643 1.898
35 P -4.439 2.844 3.365
36 O -3.133 2.813 2.587
37 O -4.873 1.331 3.838
38 C -6.218 1.153 4.277
39 O -3.661 3.106 4.866
40 C -2.374 2.527 5.066
41 H -6.334 3.946 0.653
42 H -7.355 3.051 1.800
43 H -6.360 4.414 2.366
44 H -6.811 0.728 3.464
45 H -6.668 2.098 4.596
46 H -6.224 0.462 5.120
47 H -1.610 3.108 4.551
48 H -2.354 1.488 4.732
49 H -2.162 2.557 6.137
50 C 2.937 -7.739 -1.223
51 O 2.049 -6.662 -0.888
52 P 1.156 -5.974 -2.194
53 O 1.559 -4.565 -1.790
54 O -0.252 -6.402 -1.462
55 C -0.590 -7.787 -1.472
56 O 0.292 -5.481 -3.586
57 C -0.371 -4.220 -3.543
58 H 3.903 -7.562 -0.745
59 H 2.524 -8.679 -0.848
60 H 3.088 -7.823 -2.302
61 H -0.322 -8.231 -0.510
62 H -0.075 -8.324 -2.273
63 H -1.666 -7.886 -1.620
64 H 0.344 -3.410 -3.673
65 H -0.921 -4.101 -2.607
66 H -1.078 -4.187 -4.373
67 C 0.599 5.636 1.173
68 O -0.342 6.696 1.447
69 P -1.265 7.267 0.113
70 O -0.939 8.726 0.395
71 O -2.656 6.812 0.854
72 C -2.903 5.404 0.946
73 O -2.101 7.544 -1.358
74 C -2.843 8.743 -1.489
75 H 1.555 5.882 1.636
76 H 0.226 4.707 1.604
77 H 0.750 5.497 0.099
78 H -2.623 5.053 1.939
79 H -2.336 4.847 0.195
80 H -3.967 5.221 0.790
81 H -2.178 9.583 -1.688
82 H -3.443 8.931 -0.596
83 H -3.513 8.625 -2.344
84 C 2.268 -3.973 1.319
85 O 2.984 -3.252 2.338
86 P 2.948 -3.935 3.917
87 O 2.527 -2.628 4.571
88 O 4.584 -4.096 3.903
89 C 5.126 -5.091 3.042
90 O 2.835 -4.896 5.332
91 C 3.147 -4.290 6.577
92 H 1.661 -3.272 0.748
93 H 2.985 -4.451 0.649
94 H 1.616 -4.737 1.753
95 H 5.479 -4.619 2.122
96 H 4.385 -5.857 2.791
97 H 5.968 -5.570 3.541
98 H 2.321 -3.665 6.914
99 H 4.066 -3.706 6.509
100 H 3.293 -5.091 7.307
101 C 0.585 1.161 -7.177
102 O 0.204 -0.223 -7.098
103 P -1.313 -0.556 -6.351
104 O -0.722 -1.606 -5.424
105 O -1.855 -1.231 -7.748
106 C -2.123 -0.344 -8.833
107 O -2.896 -0.598 -5.699
108 C -3.384 -1.833 -5.201
109 H 1.621 1.260 -6.851
110 H 0.505 1.498 -8.214
111 H -0.044 1.794 -6.547
112 H -1.277 -0.353 -9.524
113 H -2.293 0.680 -8.486
114 H -3.014 -0.687 -9.357
115 H -2.957 -2.043 -4.220
116 H -3.170 -2.648 -5.895
117 H -4.466 -1.740 -5.090

Results of the Löwdin charge analysis, in e, for atoms 1 through 99:
1. C -0.1242
2. C -0.2439
3. C -0.2011
4. C -0.2068
5. C -0.2149
6. C -0.2778
7. C -0.2941
8. Al 0.2769
9. C -0.3906
10. C -0.1474
11. F -0.2148
12. H 0.0434
13. H 0.0779
14. H 0.0608
15. H 0.0980
16. H 0.0922
17. H 0.0961
18. H 0.0846
19. H 0.0879
20. H 0.1032
21. H 0.0606
22. H 0.0940
23. H 0.0727
24. H 0.0960
25. H 0.0267
26. H 0.0354
27. H -0.0968
28. H -0.1044
29. H 0.0580
30. H 0.0689
31. H 0.0226
32. H 0.0442
33. C -0.1535
34. O -0.2502
35. P 0.7400
36. O -0.2516
37. O -0.2575
38. C -0.1223
39. O -0.3139
40. C -0.1264
41. H 0.0809
42. H 0.0761
43. H 0.0746
44. H 0.0847
45. H 0.0811
46. H 0.0883
47. H 0.0811
48. H 0.0890
49. H 0.0921
50. C -0.1408
51. O -0.2624
52. P 0.7389
53. O -0.2472
54. O -0.2632
55. C -0.1215
56. O -0.3087
57. C -0.1346
58. H 0.0844
59. H 0.0786
60. H 0.0738
61. H 0.0857
62. H 0.0813
63. H 0.0884
64. H 0.0748
65. H 0.0901
66. H 0.0805
67. C -0.1258
68. O -0.2347
69. P 0.7171
70. O -0.2778
71. O -0.2684
72. C -0.1121
73. O -0.3157
74. C -0.1558
75. H 0.0815
76. H 0.0618
77. H 0.0754
78. H 0.0689
79. H 0.0891
80. H 0.0743
81. H 0.0783
82. H 0.0838
83. H 0.0825
84. C -0.1447
85. O -0.2400
86. P 0.7238
87. O -0.2429
88. O -0.2605
89. C -0.1272
90. O -0.3220
91. C -0.1479
92. H 0.0707
93. H 0.0714
94. H 0.0768
95. H 0.0883
96. H 0.0774
97. H 0.0846
98. H 0.0813
99. H 0.0878

***

Entry 2:
The following is a quantum chemistry calculation of a structure of composition C20H31N5O5STi at a distorted geometry, from the Open Molecules 2025 dataset.

Summary:
**Energy above the lowest of the compared OMol25 structures with the same formula, charge and spin**: 46.03 kcal per mole
**HOMO**: -13.585 eV
**Net charge**: +2
**LUMO energy**: -7.15 eV

Geometry (Å):
1 Ti 7.402 13.357 7.601
2 C 8.791 15.822 8.597
3 C 7.419 16.377 8.466
4 N 6.601 15.518 7.553
5 C 5.259 15.329 8.138
6 C 5.237 14.525 9.336
7 N 6.298 13.489 9.407
8 C 7.179 13.556 10.625
9 C 8.651 13.855 10.276
10 N 8.787 14.330 8.866
11 H 9.306 15.997 7.655
12 H 9.380 16.381 9.333
13 H 6.790 16.452 9.310
14 H 7.416 17.400 8.079
15 H 6.480 15.930 6.628
16 H 4.796 16.309 8.317
17 H 4.619 14.938 7.301
18 H 5.310 15.144 10.259
19 H 4.233 14.004 9.422
20 H 5.817 12.535 9.406
21 H 6.778 14.321 11.277
22 H 7.183 12.584 11.078
23 H 8.971 14.627 11.025
24 H 9.245 12.949 10.344
25 H 9.651 14.049 8.458
26 O 8.373 9.681 6.797
27 C 7.713 10.646 6.635
28 O 7.590 11.614 7.636
29 C 6.937 10.992 5.436
30 C 5.569 11.618 5.867
31 C 4.606 11.633 4.651
32 C 5.218 12.721 3.804
33 C 6.404 13.194 4.614
34 O 5.879 13.006 6.055
35 C 7.533 12.147 4.571
36 C 8.798 12.724 5.233
37 O 9.919 12.549 4.905
38 O 8.512 13.631 6.201
39 H 6.768 10.116 4.871
40 H 5.242 11.189 6.792
41 H 3.598 11.867 4.917
42 H 4.532 10.639 4.223
43 H 4.447 13.512 3.709
44 H 5.454 12.405 2.789
45 H 6.816 14.234 4.500
46 H 7.706 11.737 3.599
47 C 6.202 5.897 8.863
48 C 6.575 7.283 9.136
49 C 7.779 7.756 9.610
50 C 7.987 9.095 9.927
51 N 7.059 10.052 9.722
52 C 5.822 9.579 9.302
53 S 4.546 10.665 9.048
54 N 5.658 8.254 8.914
55 C 9.316 9.521 10.365
56 H 5.713 5.770 7.923
57 H 5.580 5.549 9.687
58 H 7.074 5.221 8.767
59 H 8.469 7.006 10.034
60 H 4.754 8.112 8.426
61 H 9.830 8.786 10.967
62 H 9.381 10.517 10.867
63 H 9.949 9.689 9.505

Calculated atomic charges, method Löwdin, unit e:
1. Ti 1.2038
2. C -0.1178
3. C -0.1395
4. N -0.0875
5. C -0.2198
6. C -0.1850
7. N -0.1403
8. C -0.1134
9. C -0.1053
10. N -0.1098
11. H 0.1382
12. H 0.1475
13. H 0.1059
14. H 0.1538
15. H 0.1475
16. H 0.1491
17. H 0.1442
18. H 0.1381
19. H 0.1614
20. H 0.0159
21. H 0.1222
22. H 0.1131
23. H 0.1519
24. H 0.1173
25. H 0.1250
26. O 0.2233
27. C -0.4467
28. O -0.1403
29. C -0.0723
30. C -0.2386
31. C -0.0650
32. C -0.0883
33. C -0.1374
34. O -0.1511
35. C -0.0490
36. C -0.4826
37. O 0.2194
38. O -0.1313
39. H 0.1644
40. H 0.0522
41. H 0.1218
42. H 0.1349
43. H 0.1423
44. H 0.1427
45. H 0.1828
46. H 0.1717
47. C 0.0079
48. C -0.2530
49. C 0.0319
50. C -0.3078
51. N 0.0986
52. C -0.7447
53. S 0.6946
54. N 0.1088
55. C -0.0128
56. H 0.0889
57. H 0.1142
58. H 0.1150
59. H 0.1474
60. H 0.1616
61. H 0.0947
62. H 0.0897
63. H 0.0956

***

Entry 3:
The following is a quantum chemistry calculation of a structure of composition C36H28ClN5P2PdSe3 at a distorted geometry, from the Open Molecules 2025 dataset.

Summary:
**HOMO (alpha / beta)**: -7.481 / -7.478 eV
**Net charge**: 0
**LUMO energy (alpha / beta)**: -1.78 / -2.37 eV

Geometry (Å):
1 Pd -2.297 -0.328 -2.260
2 Se -0.966 0.366 4.864
3 P 0.179 0.179 3.117
4 C 1.368 1.554 2.960
5 C 0.965 2.813 3.388
6 C 1.869 3.856 3.413
7 C 3.186 3.645 3.035
8 C 3.588 2.391 2.609
9 C 2.684 1.346 2.571
10 C 1.151 -1.358 3.148
11 C 0.682 -2.495 2.504
12 C 1.362 -3.691 2.639
13 C 2.507 -3.753 3.415
14 C 2.954 -2.629 4.090
15 C 2.266 -1.437 3.977
16 C -0.854 0.002 1.665
17 C -0.785 -0.041 0.263
18 N -2.002 -0.490 -0.133
19 N -2.748 -0.686 0.915
20 N -2.088 -0.408 1.994
21 P 0.511 0.176 -0.962
22 Se 0.021 0.087 -3.056
23 C 1.633 -1.205 -0.595
24 C 1.134 -2.469 -0.892
25 C 1.873 -3.592 -0.584
26 C 3.116 -3.455 0.015
27 C 3.632 -2.196 0.268
28 C 2.894 -1.065 -0.035
29 C 1.353 1.740 -0.622
30 C 0.701 2.743 0.083
31 C 1.333 3.957 0.282
32 C 2.614 4.160 -0.203
33 C 3.250 3.169 -0.936
34 C 2.611 1.968 -1.173
35 H -0.052 2.961 3.720
36 H 1.546 4.830 3.745
37 H 3.896 4.457 3.079
38 H 4.614 2.214 2.323
39 H 2.999 0.362 2.261
40 H -0.217 -2.448 1.907
41 H 0.992 -4.574 2.141
42 H 3.050 -4.681 3.500
43 H 3.832 -2.680 4.717
44 H 2.582 -0.561 4.530
45 H 0.165 -2.555 -1.378
46 H 1.484 -4.571 -0.813
47 H 3.687 -4.333 0.274
48 H 4.617 -2.090 0.696
49 H 3.297 -0.080 0.147
50 H -0.294 2.571 0.475
51 H 0.826 4.742 0.821
52 H 3.119 5.095 -0.015
53 H 4.242 3.336 -1.330
54 H 3.074 1.204 -1.784
55 Se -3.821 -0.587 -4.037
56 C -3.967 -2.474 -3.790
57 C -3.035 -3.173 -3.016
58 C -3.241 -4.527 -2.813
59 N -4.255 -5.203 -3.328
60 C -5.116 -4.545 -4.087
61 C -5.019 -3.190 -4.355
62 H -2.157 -2.658 -2.575
63 H -2.562 -5.100 -2.195
64 H -5.933 -5.128 -4.491
65 H -5.747 -2.687 -4.971
66 Cl -6.782 2.945 -2.529
67 C -5.060 2.910 -2.555
68 C -4.347 3.773 -3.378
69 C -2.963 3.743 -3.325
70 C -2.352 2.857 -2.451
71 N -3.036 2.004 -1.687
72 C -4.366 2.018 -1.744
73 H -4.871 4.444 -4.037
74 H -2.365 4.390 -3.952
75 H -1.270 2.836 -2.343
76 H -4.888 1.298 -1.120

Calculated atomic charges, method Löwdin, unit e:
1. Pd 0.3148
2. Se 0.2966
3. P 0.5110
4. C -0.3490
5. C -0.1198
6. C -0.0877
7. C -0.0873
8. C -0.0723
9. C -0.0984
10. C -0.3484
11. C -0.0764
12. C -0.0896
13. C -0.0854
14. C -0.0726
15. C -0.1004
16. C -0.4400
17. C -0.4199
18. N -0.1527
19. N -0.0383
20. N -0.0228
21. P 0.6499
22. Se 0.4328
23. C -0.3466
24. C -0.1062
25. C -0.0760
26. C -0.0812
27. C -0.0617
28. C -0.0844
29. C -0.3607
30. C -0.0878
31. C -0.0743
32. C -0.0728
33. C -0.0673
34. C -0.1048
35. H 0.0816
36. H 0.1090
37. H 0.1069
38. H 0.1088
39. H 0.0817
40. H 0.1064
41. H 0.1091
42. H 0.1040
43. H 0.1046
44. H 0.1118
45. H 0.0868
46. H 0.1117
47. H 0.1116
48. H 0.1118
49. H 0.0841
50. H 0.1117
51. H 0.1138
52. H 0.1111
53. H 0.1091
54. H 0.1111
55. Se 0.7259
56. C -0.6335
57. C -0.1318
58. C -0.1531
59. N 0.0530
60. C -0.1511
61. C -0.1157
62. H 0.0564
63. H 0.1048
64. H 0.1058
65. H 0.0950
66. Cl 0.6924
67. C -0.6641
68. C -0.0803
69. C -0.0448
70. C -0.1700
71. N 0.0012
72. C -0.2068
73. H 0.1093
74. H 0.1101
75. H 0.0776
76. H 0.1127

***

> Which value of net charge does entry 1 give?

-1

***

> Among the records above, which one has the highest net charge?

C20H31N5O5STi